Formula: C22H26F2NO2
Source: the OMol25 dataset
Level of theory: ωB97M-V/def2-TZVPD

The total charge is +1. For the energy, the calculation gives -1258.6101 Eh. Its strongest force on any atom is 1.38 eV/A.

The geometry in XYZ format:
```
53
C22H26F2NO2 | the OMol25 dataset | ωB97M-V/def2-TZVPD
C -5.1338 -0.3859 2.2172
C -3.6315 -0.3300 2.1974
O -3.2102 0.3260 0.9844
C -1.9381 0.7907 1.0599
C -1.6121 1.5978 -0.1188
C -0.7937 2.6855 0.0317
N -0.7229 3.7170 -0.8298
C -1.4870 3.7727 -2.0569
C 0.0282 4.9150 -0.5167
O -1.1918 0.5659 2.0061
H -5.4439 -1.0429 3.0303
H -5.5510 0.6061 2.4131
H -5.5554 -0.7580 1.2803
H -3.2629 0.2389 3.0579
H -3.1982 -1.3402 2.2102
H -2.2113 1.4279 -1.0072
H -0.1249 2.7547 0.8980
H -1.7803 2.7781 -2.3964
H -2.3824 4.4020 -1.9382
H -0.8600 4.2410 -2.8247
H 0.4832 4.8068 0.4732
H 0.8144 5.0739 -1.2677
H -0.6304 5.7950 -0.5400
C 6.0150 1.4810 0.0517
C 4.6440 0.9550 -0.1364
C 4.3849 -0.4112 -0.0478
F 5.4459 -1.2273 0.2599
C 3.1407 -0.9669 -0.2591
C 2.0015 -0.1082 -0.3971
C 0.6532 -0.5331 -0.4276
C 0.1555 -1.8539 -0.3091
C 0.8564 -2.9483 0.2921
C 0.3442 -4.2257 0.1814
F 1.1082 -5.2969 0.5756
C -0.9155 -4.5068 -0.3426
C -1.4286 -5.8965 -0.3751
C -1.6590 -3.4227 -0.8292
C -1.1441 -2.1425 -0.8259
C 2.2831 1.2849 -0.5530
C 3.5592 1.7921 -0.4345
H 6.0289 2.5435 -0.2029
H 6.3559 1.3782 1.0892
H 6.7385 0.9674 -0.5909
H 3.0413 -2.0452 -0.3184
H -0.0756 0.2352 -0.6513
H 1.7738 -2.7857 0.8474
H -2.4475 -5.8919 -0.7697
H -0.8242 -6.5467 -1.0185
H -1.4504 -6.3453 0.6248
H -2.6574 -3.6141 -1.2251
H -1.7285 -1.3175 -1.2319
H 1.4506 1.9523 -0.7733
H 3.7464 2.8591 -0.5659
```

Formula: C21H38CoN2O6S
Source: the OMol25 dataset
Level of theory: ωB97M-V/def2-TZVPD

The total charge is +1. For the energy, the calculation gives -3164.6444 Eh. Its strongest force on any atom is 0.52 eV/A.

The geometry in XYZ format:
```
69
C21H38CoN2O6S | the OMol25 dataset | ωB97M-V/def2-TZVPD
Co -0.8412 -0.6248 -1.0638
C -2.7328 1.1540 -2.0854
N -2.4159 0.6461 -0.7321
C -2.3388 1.7999 0.1916
C -3.4965 -0.2367 -0.2301
C -3.5575 -1.4884 -1.0626
N -2.2071 -2.1157 -1.0993
C -2.1230 -2.9399 -2.3323
C -2.0583 -3.0327 0.0564
H -3.7217 1.6215 -2.1056
H -2.7126 0.3520 -2.8244
H -1.9912 1.8995 -2.3632
H -3.3016 2.3202 0.1877
H -1.5613 2.4844 -0.1219
H -2.1087 1.4530 1.1930
H -4.4547 0.2925 -0.2462
H -3.2545 -0.4720 0.8067
H -3.8551 -1.2577 -2.0847
H -4.2919 -2.1933 -0.6668
H -2.9724 -3.6257 -2.3577
H -1.1890 -3.4900 -2.3369
H -2.1498 -2.2963 -3.2109
H -2.7956 -3.8332 -0.0329
H -2.1918 -2.4975 0.9910
H -1.0558 -3.4532 0.0360
C 1.6039 -1.9346 -1.5014
O 0.2724 -1.7350 -1.8947
H 2.1144 -2.5060 -2.2807
H 1.6536 -2.5122 -0.5718
H 2.1427 -0.9952 -1.3502
C 1.1447 5.1506 -0.2750
C 1.5606 3.8905 0.4750
C 1.9900 2.7606 -0.4510
S 0.6012 2.2100 -1.4849
O 0.5472 0.6880 -1.3110
C 1.2427 2.4147 -3.1668
C 2.1049 1.2608 -3.6680
C 3.4823 1.1597 -3.0275
H 0.9786 5.9783 0.4128
H 0.2158 5.0020 -0.8321
H 1.9146 5.4632 -0.9844
H 0.7632 3.5279 1.1245
H 2.4107 4.1087 1.1247
H 2.2600 1.8595 0.0993
H 2.8088 3.0596 -1.1029
H 1.7724 3.3709 -3.1516
H 0.3576 2.5396 -3.7929
H 2.2052 1.3984 -4.7465
H 1.5544 0.3288 -3.5230
H 4.0369 2.0963 -3.1183
H 4.0686 0.3819 -3.5151
H 3.4194 0.9006 -1.9706
O 0.2636 1.0847 1.4125
C 0.1005 -0.1151 1.5709
O -0.4763 -0.9257 0.7136
C 0.5373 -0.8091 2.8204
C 0.9235 -0.0291 3.9007
C 1.3443 -0.6024 5.1020
C 1.3625 -1.9739 5.1565
O 1.7371 -2.7675 6.1934
C 1.5621 -4.1182 5.7550
O 1.1077 -4.0793 4.4001
C 0.9821 -2.7583 4.0773
C 0.5630 -2.2123 2.8965
H 0.8935 1.0461 3.7936
H 1.6450 -0.0031 5.9494
H 0.8090 -4.6035 6.3770
H 2.5182 -4.6389 5.8027
H 0.2788 -2.8283 2.0565
```

Formula: C4H6CeO2
Source: the OMol25 dataset
Level of theory: ωB97M-V/def2-TZVPD

For the energy, the calculation gives -781.3376 Eh. The spin multiplicity is 3. Its strongest force on any atom is 3.06 eV/A. Its expectation value of S² is 2.002.

The geometry in XYZ format:
```
13
C4H6CeO2 | the OMol25 dataset | ωB97M-V/def2-TZVPD
O -1.6740 2.2245 -2.6102
C -1.3941 1.0208 -2.2235
H -1.2109 2.4915 -3.5175
H -0.7371 0.5511 -3.0106
C -0.4512 0.2213 0.7060
C 0.3043 -0.9010 0.6083
C 1.4165 -1.2361 1.5864
O 1.4457 -0.4300 2.7087
Ce -0.1844 0.9880 3.1071
H 0.1662 -1.6563 -0.1852
H -1.3561 0.2385 -0.0481
H 2.3801 -1.2003 1.0265
H 1.2951 -2.3119 1.8521
```

Formula: C35H39AsAuCl2N5O3S
Source: the OMol25 dataset
Level of theory: ωB97M-V/def2-TZVPD

For the energy, the calculation gives -5546.6616 Eh. Its strongest force on any atom is 0.98 eV/A.

The geometry in XYZ format:
```
87
C35H39AsAuCl2N5O3S | the OMol25 dataset | ωB97M-V/def2-TZVPD
Au 0.3169 1.7493 -2.0840
Cl 2.1041 -1.3730 4.5170
C 1.3003 0.1556 4.5479
C 1.1466 0.8259 5.7498
C 0.5081 2.0542 5.7678
C 0.0163 2.6060 4.5968
C 0.1642 1.9189 3.4042
Cl -0.5431 2.5424 1.9488
C 0.8268 0.6884 3.3456
N 1.0673 0.0309 2.1301
C 0.1672 -0.8883 1.6273
C -0.9570 -1.1955 2.3134
C -2.1565 -1.8111 1.7947
C -2.4356 -2.0646 0.5117
C -1.4306 -1.9812 -0.5904
C 0.5030 -1.3524 0.2047
C 2.0194 -1.2686 -0.1154
C 2.5210 -0.0200 -0.8702
O 3.2432 -0.1751 -1.8475
O 2.1007 1.1139 -0.4202
H 1.5350 0.3875 6.6583
H 0.3805 2.5828 6.7029
H -0.4947 3.5596 4.6058
H 1.4246 0.6475 1.3710
H -1.0378 -0.8002 3.3203
H -2.9425 -1.9851 2.5220
H -3.4008 -2.4908 0.2616
H -1.8633 -2.3190 -1.5329
H 2.3203 -2.1112 -0.7249
H 2.5759 -1.3383 0.8203
O 0.6594 3.8814 -2.1811
C 1.6119 4.4573 -1.6057
C 1.5733 5.9633 -1.4922
C 1.4803 6.4514 -0.0369
C 2.8228 6.4652 0.6966
C 3.4496 5.0825 0.8665
C 3.8028 4.4245 -0.4690
N 2.6594 3.8079 -1.1224
H 0.6989 6.2929 -2.0488
H 2.4653 6.3841 -1.9651
H 0.7639 5.8300 0.5057
H 1.0850 7.4691 -0.0474
H 2.6761 6.9097 1.6844
H 3.5204 7.1107 0.1521
H 2.7590 4.4261 1.3964
H 4.3560 5.1731 1.4697
H 4.5319 3.6321 -0.3110
H 4.2538 5.1660 -1.1353
H 2.5964 2.7779 -1.0991
N 1.0219 -5.5516 -2.4626
C 0.9270 -6.8677 -2.0893
C 1.1494 -8.0629 -2.7639
C 0.8628 -9.2262 -2.0783
C 0.3789 -9.2050 -0.7608
C 0.1734 -8.0212 -0.0850
C 0.4382 -6.8327 -0.7673
N 0.2489 -5.5317 -0.3760
C 0.5949 -4.7881 -1.4001
C 0.4363 -3.3408 -1.4312
C 0.6605 -2.6353 -2.5618
C 0.4464 -1.2223 -2.7905
N -0.1322 -0.3406 -2.0548
C -0.5913 -0.6693 -0.7136
C -0.1244 -2.7249 -0.1850
H 1.3677 -5.2124 -3.3410
H 1.5117 -8.0801 -3.7839
H 0.9930 -10.1788 -2.5748
H 0.1569 -10.1437 -0.2700
H -0.1988 -7.9958 0.9300
H 1.0462 -3.1596 -3.4283
H 0.7936 -0.8591 -3.7516
H -1.0735 0.2059 -0.2842
H -0.2202 -3.4616 0.6029
C -4.3661 0.1497 -1.7883
As -4.2793 1.9662 -1.1154
C -5.5497 2.9900 -2.1738
C -5.0581 1.8996 0.6649
S -2.3872 2.8067 -1.1186
H -5.3958 -0.2012 -1.8442
H -3.7919 -0.4803 -1.1108
H -3.9039 0.1181 -2.7735
H -6.5686 2.6371 -2.0179
H -5.2845 2.9104 -3.2264
H -5.4687 4.0331 -1.8746
H -6.1294 1.7047 0.6223
H -4.8740 2.8573 1.1473
H -4.5557 1.1200 1.2364
```

Formula: C3H4BrN
Source: the OMol25 dataset
Level of theory: ωB97M-V/def2-TZVPD

For the energy, the calculation gives -2745.2334 Eh. The spin multiplicity is 3. Its strongest force on any atom is 6.86 eV/A. Its expectation value of S² is 2.007.

The geometry in XYZ format:
```
9
C3H4BrN | the OMol25 dataset | ωB97M-V/def2-TZVPD
C -0.0312 0.4042 -0.3738
C -0.4590 0.0130 1.0407
C -0.6659 -0.0607 2.3386
N -0.5122 -1.3864 1.5550
Br -0.2529 0.4969 4.0462
H 0.4178 1.4116 -0.4840
H -0.9306 0.3202 -0.7769
H 0.5978 -0.3203 -0.9188
H 0.5117 -1.8212 1.5687
```

Formula: C22H66N8O11
Source: the OMol25 dataset
Level of theory: ωB97M-V/def2-TZVPD

For the energy, the calculation gives -2143.4093 Eh. Its strongest force on any atom is 9.38 eV/A.

The geometry in XYZ format:
```
107
C22H66N8O11 | the OMol25 dataset | ωB97M-V/def2-TZVPD
C -24.3160 20.5404 13.5325
O -24.9988 21.1026 14.4204
N -23.1709 20.1243 13.7081
N -24.6391 20.5977 12.2777
H -22.7388 20.1934 14.6184
H -22.7941 19.4955 13.0132
H -24.1263 19.9600 11.6857
H -25.5294 20.9611 11.9691
C -15.4773 17.1940 15.2625
O -15.7382 16.1232 14.7830
N -15.3300 18.2954 14.6005
N -14.8718 17.2758 16.4270
H -15.6324 18.2535 13.6378
H -14.9103 19.1155 15.0146
H -14.5412 18.1826 16.7248
H -14.8324 16.3584 16.8475
C -20.4996 18.9764 19.0069
O -21.6645 19.0758 18.5359
N -20.1984 19.2302 20.2269
N -19.3704 18.7702 18.3429
H -19.2384 18.9729 20.4068
H -20.8514 19.5478 20.9290
H -19.3812 18.7323 17.3337
H -18.5588 18.8434 18.9396
C -20.7988 22.5274 16.7039
O -20.5517 23.2341 15.7332
N -21.2190 23.1215 17.7381
N -20.5889 21.2454 16.8829
H -21.1872 22.7354 18.6709
H -21.4093 24.0998 17.5742
H -20.9987 20.6836 17.6154
H -20.1017 20.7586 16.1442
C -18.0560 13.5370 18.0262
C -17.4307 13.6298 16.6275
O -16.1311 14.2097 16.5997
H -18.9234 12.9157 18.2493
H -18.1188 14.5350 18.4598
H -17.2410 13.1697 18.6498
H -18.1574 14.2139 16.0629
H -17.3838 12.6122 16.2399
H -16.1202 14.7072 15.7787
C -23.2665 14.6676 17.9840
C -21.9736 15.4102 17.4981
O -22.4087 16.6365 16.9020
H -24.0740 14.6823 17.2521
H -23.7455 15.0962 18.8643
H -23.0365 13.6519 18.3058
H -21.5116 14.8792 16.6658
H -21.2909 15.4755 18.3453
H -21.9920 17.3682 17.3629
C -19.3354 16.6222 14.8087
C -19.8410 18.0996 14.8490
O -18.8047 18.8545 15.4305
H -19.9020 15.9511 14.1633
H -19.3345 16.1070 15.7692
H -18.3625 16.4094 14.3656
H -20.8591 18.1678 15.2323
H -20.0764 18.3948 13.8265
H -17.9863 18.9407 14.9361
C -15.5454 20.3935 17.4237
C -14.0393 20.8196 17.3425
C -13.2100 20.8043 18.6077
O -13.3818 19.9607 16.5224
H -16.1084 21.0439 18.0931
H -15.4748 19.3824 17.8246
H -15.9500 20.3208 16.4142
H -13.8368 21.8009 16.9136
H -13.4169 19.8549 19.1016
H -13.5545 21.4426 19.4213
H -12.1459 21.0176 18.5063
H -13.0906 19.2750 17.1279
C -17.9924 17.6412 9.7997
C -17.6466 18.8198 10.6703
C -16.6857 18.5688 11.9073
O -17.1927 19.7916 9.7452
H -18.7349 16.9080 10.1146
H -17.0892 17.1081 9.5026
H -18.2745 17.8802 8.7744
H -18.5600 19.1097 11.1896
H -15.6122 18.7416 11.8304
H -16.6678 17.5538 12.3041
H -17.0234 19.1252 12.7817
H -17.3473 20.6240 10.1977
C -19.7935 12.9740 8.3856
C -20.3836 13.2691 9.7624
C -19.5540 14.2995 10.5421
O -21.7491 13.6689 9.5737
H -20.4539 12.2439 7.9178
H -18.8587 12.4986 8.6828
H -19.5997 13.8450 7.7596
H -20.4932 12.3639 10.3595
H -18.4887 14.2369 10.3199
H -19.6510 14.4572 11.6163
H -20.0393 15.2284 10.2426
H -22.2374 13.8883 10.3706
C -22.4123 15.0394 12.9268
C -23.9511 15.1615 12.9490
C -24.4038 16.4896 13.5602
O -24.5287 15.0198 11.6321
H -21.8588 15.7963 12.3710
H -21.9790 14.1084 12.5613
H -22.0582 15.0792 13.9569
H -24.4357 14.3727 13.5243
H -23.7292 17.3456 13.5738
H -24.7454 16.2318 14.5627
H -25.3138 16.9597 13.1873
H -25.4295 15.3177 11.4855
```

Formula: C6H8N2
Source: the OMol25 dataset
Level of theory: ωB97M-V/def2-TZVPD

For the energy, the calculation gives -342.8348 Eh. Its strongest force on any atom is 5.41 eV/A.

The geometry in XYZ format:
```
16
C6H8N2 | the OMol25 dataset | ωB97M-V/def2-TZVPD
C -2.3412 -0.0789 -0.2757
C -0.8860 -0.1112 0.0472
C -0.1695 1.2457 0.2919
C 1.3158 0.7781 -0.0444
C 1.0525 -0.4872 -0.9389
C -0.4029 -1.2658 0.8810
H -0.1478 1.4325 1.4299
H -0.5596 2.1289 -0.2912
H 1.6769 1.6369 -0.5149
H 1.7783 0.5400 0.8304
H 0.9185 -0.4190 -2.0230
H 2.0510 -1.2121 -0.9480
H 0.3561 -1.1192 1.5752
H -1.1204 -2.1425 0.9371
N -3.4280 0.2608 -0.4746
N -0.0938 -1.1869 -0.4821
```

Formula: C31H23Cl2N7O3V
Source: the OMol25 dataset
Level of theory: ωB97M-V/def2-TZVPD

For the energy, the calculation gives -3668.6117 Eh. The spin multiplicity is 2. Its strongest force on any atom is 1.45 eV/A. Its expectation value of S² is 1.122.

The geometry in XYZ format:
```
67
C31H23Cl2N7O3V | the OMol25 dataset | ωB97M-V/def2-TZVPD
V -0.1745 -0.2687 -0.3850
Cl -3.5501 5.2577 1.9343
C -2.3120 4.2477 1.2623
C -2.6008 2.9065 1.0379
C -1.6278 2.0805 0.5007
N -1.7877 0.7229 0.1642
C -2.9983 0.1253 0.0628
O -4.0797 0.4808 0.5000
C -2.9131 -1.1358 -0.7703
C -4.0271 -1.9287 -0.9846
C -3.9220 -2.9982 -1.8554
C -2.7078 -3.2379 -2.4854
C -1.6365 -2.4126 -2.2039
N -1.7337 -1.3790 -1.3613
C -0.3516 2.5862 0.1813
C -0.0840 3.9300 0.4003
C -1.0637 4.7519 0.9462
Cl -0.6778 6.4212 1.2102
N 0.5611 1.6194 -0.2947
C 1.7974 1.9960 -0.7087
O 2.1746 3.1011 -1.0664
C 2.8196 0.8770 -0.6745
C 4.0483 1.0427 -1.3036
C 5.0036 0.0547 -1.1496
C 4.7038 -1.0531 -0.3675
C 3.4433 -1.1410 0.1973
N 2.5111 -0.2015 0.0422
H -3.5744 2.5183 1.2854
H -4.9440 -1.6697 -0.4747
H -4.7750 -3.6349 -2.0493
H -2.5839 -4.0555 -3.1813
H -0.6662 -2.5808 -2.6540
H 0.8721 4.3504 0.1383
H 4.2277 1.9469 -1.8675
H 5.9748 0.1511 -1.6176
H 5.4291 -1.8379 -0.2007
H 3.1614 -2.0019 0.7946
C -4.9964 -1.4843 6.8775
C -4.0046 -2.1854 5.9909
C -4.3041 -3.4029 5.3936
C -3.4171 -4.0524 4.5457
C -2.1855 -3.4665 4.2800
N -1.2264 -4.0181 3.4009
C -1.3285 -5.1445 2.6418
O -2.1728 -6.0053 2.7604
N -0.2812 -5.3046 1.7207
C 0.2977 -4.3444 0.8797
C 1.3314 -4.7615 0.0318
C 1.8769 -3.8363 -0.8455
C 1.4275 -2.5368 -0.8460
N 0.4628 -2.1093 0.0088
C -0.1101 -3.0220 0.8303
C -1.8633 -2.2495 4.8756
C -2.7614 -1.6221 5.7186
H -5.6901 -2.1928 7.3295
H -5.5851 -0.7611 6.3092
H -4.4960 -0.9416 7.6796
H -5.2617 -3.8687 5.5955
H -3.6726 -5.0013 4.1034
H -0.3545 -3.5184 3.3394
H -0.2798 -6.2433 1.3514
H 1.6858 -5.7827 0.0632
H 2.6630 -4.1248 -1.5301
H 1.8600 -1.7969 -1.5119
H -0.9243 -2.6451 1.4317
H -0.9032 -1.7871 4.6709
H -2.4903 -0.6740 6.1676
```